No. 1
This record from the OMol25 dataset describes 2 unconnected molecules or ions with the total composition C4H5I at a distorted geometry. The level of theory is ωB97M-V/def2-TZVPD.

Last columns: bonded neighbours and bond lengths (Å).
Geometry (Å):
1 C -0.67643 -1.80342 0.50830  C3 1.293, H6 1.099, H7 1.065
2 C 0.93803 1.85348 0.06105  C4 1.269, H8 1.034, H9 1.114
3 C 0.20329 -1.32499 -0.30924  C1 1.293, H10 1.034
4 C -0.01538 1.03276 -0.10289  C2 1.269, I5 2.139
5 I -2.01249 1.17798 -0.85423  C4 2.139
6 H -1.21735 -2.75704 0.42679  C1 1.099
7 H -1.05474 -1.14423 1.25467  C1 1.065
8 H 0.91863 2.88052 -0.05798  C2 1.034
9 H 1.91438 1.31843 0.03235  C2 1.114
10 H 1.00205 -1.23349 -0.95882  C3 1.034

Total energy   -452.89071 hartree
Molar mass   179.988 g mol⁻¹
E_HOMO (spin up / spin down)   -8.22 / -8.22 eV


No. 2
This record from the OMol25 dataset describes a single C6H9N molecule. The level of theory is ωB97M-V/def2-TZVPD.

Last columns: bonded neighbours and bond lengths (Å).
Geometry (Å):
1 C -1.45704 -0.70647 2.59686  C2 1.463, H8 1.091, H9 1.100, H10 1.091
2 C -1.50605 -0.31133 1.18879  C1 1.463, C3 1.210
3 C -0.98565 0.24350 0.24808  C2 1.210, C4 1.486
4 C 0.20541 1.06773 -0.08579  C3 1.486, N5 1.449, H11 1.092, H12 1.098
5 N 1.24224 0.51675 -0.93508  C4 1.449, C6 1.442, C7 1.446
6 C 1.00155 0.41406 -2.35330  N5 1.442, C7 1.486, H13 1.088, H14 1.090
7 C 1.08257 -0.80255 -1.50385  N5 1.446, C6 1.486, H15 1.090, H16 1.088
8 H -2.25170 -0.28120 3.21126  C1 1.091
9 H -0.50394 -0.26461 2.92178  C1 1.100
10 H -1.39425 -1.78394 2.75477  C1 1.091
11 H -0.05371 2.06835 -0.43902  C4 1.092
12 H 0.65138 1.18128 0.91093  C4 1.098
13 H 1.83922 0.71981 -2.97619  C6 1.088
14 H 0.01624 0.69327 -2.72708  C6 1.090
15 H 0.14379 -1.32313 -1.31376  C7 1.090
16 H 1.96996 -1.43152 -1.49839  C7 1.088

SMILES   CC#CCN1CC1
Total energy   -288.62730 hartree
Molar mass   95.145 g mol⁻¹
E_HOMO   -8.99 eV


No. 3
This record from the OMol25 dataset describes a single C27H23Br4F9N2 molecule at a distorted geometry. The level of theory is ωB97M-V/def2-TZVPD.

Last columns: bonded neighbours and bond lengths (Å).
Geometry (Å):
1 C 5.40475 -3.53039 2.78694  C2 1.666, H43 1.184, H44 1.189, H45 1.188
2 C 3.99699 -2.74330 2.36884  C1 1.666, C3 1.671, C42 1.658
3 C 3.00395 -2.32939 3.64739  C2 1.671, C4 1.648, H46 1.174
4 C 1.59080 -1.57300 3.26278  C3 1.648, C5 1.671, H47 1.190
5 C 1.16943 -1.24334 1.68017  C4 1.671, C6 1.670, H48 1.185
6 C 2.15987 -1.62550 0.39074  C5 1.670, C7 1.669, C42 1.664
7 C 1.74996 -1.25644 -1.18490  C6 1.669, C8 1.673, H49 1.175, H50 1.194
8 C 0.51460 -0.12852 -1.17799  C7 1.673, C9 1.660, C32 1.674
9 C -1.00685 -0.78748 -1.10543  C8 1.660, C10 1.673, C16 1.637
10 C -1.22526 -2.44561 -1.06045  C9 1.673, C11 1.673, H51 1.179, H52 1.174
11 C -1.14411 -2.90716 -2.66668  C10 1.673, C12 1.639, H53 1.194, H54 1.172
12 C -0.57467 -4.42918 -2.87809  C11 1.639, F13 1.482, F14 1.502, F15 1.511
13 F 0.66753 -4.72711 -2.12716  C12 1.482
14 F -1.71108 -5.35838 -2.55938  C12 1.502
15 F -0.25037 -4.63522 -4.33903  C12 1.511
16 C -2.24978 0.27827 -1.10359  C9 1.637, C17 1.656, C26 1.674
17 C -3.77900 -0.35488 -1.04156  C16 1.656, C18 1.638, H55 1.193, H56 1.184
18 C -4.18440 -1.00612 0.40541  C17 1.638, C19 1.652, H57 1.194, H58 1.185
19 C -4.99360 0.01874 1.41715  C18 1.652, F20 1.511, Br21 2.003, C22 1.639
20 F -5.31966 -0.80643 2.64019  C19 1.511
21 Br -3.78426 1.49258 2.02998  C19 2.003
22 C -6.42872 0.55560 0.83402  C19 1.639, F23 1.481, F24 1.504, Br25 2.037
23 F -6.88187 -0.09163 -0.41810  C22 1.481
24 F -6.41822 2.05634 0.73588  C22 1.504
25 Br -7.87034 0.13852 2.21110  C22 2.037
26 C -2.04075 1.93603 -1.20441  C16 1.674, N27 1.508, C31 1.632
27 N -3.33544 2.70804 -1.18072  C26 1.508, C28 1.502
28 C -2.98535 4.16549 -1.27733  N27 1.502, C29 1.625, H59 1.194
29 C -1.51253 4.83521 -1.43341  C28 1.625, N30 1.495, H60 1.183
30 N -0.27288 3.99940 -1.45795  C29 1.495, C31 1.502
31 C -0.52311 2.52515 -1.31552  C26 1.632, N30 1.502, C32 1.661
32 C 0.79720 1.51796 -1.27985  C8 1.674, C31 1.661, C33 1.626
33 C 2.36299 1.94292 -1.38251  C32 1.626, C34 1.623, H61 1.195, H62 1.195
34 C 2.80400 3.38811 -0.79028  C33 1.623, C35 1.630, H63 1.195, H64 1.194
35 C 2.54804 3.65041 0.79843  C34 1.630, F36 1.477, Br37 2.042, C38 1.673
36 F 1.76863 2.61977 1.51358  C35 1.477
37 Br 1.66762 5.48919 0.91064  C35 2.042
38 C 4.04020 3.87368 1.52210  C35 1.673, F39 1.510, F40 1.504, Br41 2.002
39 F 4.91043 2.66230 1.28806  C38 1.510
40 F 4.76748 5.04170 0.91374  C38 1.504
41 Br 3.84871 4.21026 3.48603  C38 2.002
42 C 3.58130 -2.38594 0.80450  C2 1.658, C6 1.664, H65 1.187
43 H 5.79814 -4.22948 1.91650  C1 1.184
44 H 6.24982 -2.76297 3.11789  C1 1.189
45 H 5.18649 -4.21951 3.72937  C1 1.188
46 H 3.33325 -2.57161 4.74788  C3 1.174
47 H 0.88387 -1.30437 4.18194  C4 1.190
48 H 0.12285 -0.70561 1.54133  C5 1.185
49 H 2.72720 -0.84902 -1.69462  C7 1.175
50 H 1.45274 -2.23057 -1.80721  C7 1.194
51 H -0.35876 -2.98521 -0.46967  C10 1.179
52 H -2.30538 -2.74614 -0.71187  C10 1.174
53 H -0.35432 -2.15511 -3.15254  C11 1.194
54 H -2.16761 -2.75308 -3.21618  C11 1.172
55 H -3.77079 -1.25684 -1.82302  C17 1.193
56 H -4.59360 0.39912 -1.45484  C17 1.184
57 H -4.95232 -1.88929 0.16974  C18 1.194
58 H -3.25740 -1.53867 0.91544  C18 1.185
59 H -3.90495 4.92616 -1.23170  C28 1.194
60 H -1.41124 6.01133 -1.50931  C29 1.183
61 H 2.63572 1.95210 -2.54556  C33 1.195
62 H 3.12182 1.14661 -0.91640  C33 1.195
63 H 3.98324 3.48037 -0.95907  C34 1.195
64 H 2.34917 4.25637 -1.47231  C34 1.194
65 H 4.36987 -2.71518 -0.01914  C42 1.187

SMILES   Cc1cccc(Cc2c(CCC(F)(F)F)c(CC[C@@](F)(Br)C(F)(F)Br)c3nccnc3c2CC[C@](F)(Br)C(F)(F)Br)c1
Total energy   -12346.05714 hartree
Molar mass   866.093 g mol⁻¹
E_HOMO   -8.29 eV